ORCA calculation (wB97M-V/def2-TZVPD) on an isolated ion of composition CH2NO2 and charge -1 in a non-equilibrium geometry.

The calculation puts the energy at -244.58315 Eh. The value obtained for the energy above the lowest of the compared OMol25 structures with the same formula, charge and spin is 89.8 kJ/mol. As for the total charge: -1. The SMILES is NC(=O)[O-]. The value obtained for the gap between HOMO and LUMO is 8.40 eV.

The geometry in XYZ format:
```
6
Properties=species:S:1:pos:R:3:forces:R:3
O -0.750938 0.842271 -1.495438 1.884 -0.042 4.003
O -0.608033 1.040145 0.853432 0.119 1.349 -1.176
N 0.597405 -0.718570 -0.086492 -0.079 1.231 -0.078
C -0.301122 0.646866 -0.284983 -1.799 -2.714 -1.803
H -0.117310 -1.386273 0.279276 0.798 0.834 -0.199
H 1.179997 -0.424439 0.734206 -0.924 -0.658 -0.747
```
Positions in Å, forces in eV/Å.

Here are the Löwdin charges for atoms 1 to 2, given in e: -0.17, -0.12